{
  "formula": "C5H3N3",
  "method": "ωB97M-V/def2-TZVPD",
  "lumo_ha": -0.01209,
  "fmax_ev_per_a": 5.97,
  "smiles": "C#CNC#CNC#N",
  "gap_ha": 0.31835,
  "relative_energy_ev": 5.929,
  "charge": 0,
  "symbols": ["C", "C", "N", "C", "C", "N", "C", "N", "H", "H", "H"],
  "coordinates": [[-2.36671, 1.13311, -0.73951], [-1.54869, 0.67217, 0.00694], [-0.61824, 0.15237, 0.81758], [0.60478, -0.15638, 0.39940], [1.63457, -0.57451, -0.08951], [2.81421, -0.79735, -0.62573], [4.01888, 0.40363, -0.11138], [4.75519, 1.21113, 0.20487], [-3.09551, 1.53522, -1.37426], [-0.87497, -0.03018, 1.77833], [3.27366, -1.66982, -0.38780]],
  "forces_ev_per_a": [[0.61, -0.38, 0.67], [-0.75, 0.44, -0.75], [0.20, -0.09, 0.71], [0.59, -0.69, -0.44], [-1.26, 0.55, 0.83], [3.95, 2.78, 0.71], [-3.97, -4.15, -1.63], [0.99, 1.08, 0.39], [-0.43, 0.25, -0.41], [0.08, 0.06, -0.11], [-0.03, 0.15, 0.04]]
}


{
  "formula": "C5H3N5O2",
  "method": "ωB97M-V/def2-TZVPD",
  "lumo_ha": 0.23558,
  "fmax_ev_per_a": 3.63,
  "gap_ha": 0.20600,
  "relative_energy_ev": 2.068,
  "charge": -2,
  "symbols": ["C", "C", "C", "C", "C", "N", "N", "N", "N", "N", "O", "O", "H", "H", "H"],
  "coordinates": [[1.48232, -1.41212, 0.37112], [1.03077, -0.13601, -0.04904], [3.14815, 0.79120, -0.10409], [1.93989, -2.60073, -0.14542], [-0.43756, 0.23550, 0.07348], [1.83127, 0.91383, -0.20543], [5.07507, 0.02482, 0.42159], [4.04516, 1.85494, -0.23510], [5.20459, 1.32092, 0.08636], [3.76872, -0.33890, 0.23508], [0.57808, -2.64734, 0.17858], [2.66442, -3.43366, -0.62093], [-1.03005, -0.68756, -0.17392], [-0.44063, 0.61326, 1.04690], [-0.59679, 0.98770, -0.72641]],
  "forces_ev_per_a": [[-0.22, 0.83, -0.24], [2.23, 0.85, 0.53], [2.72, 0.32, 0.16], [-0.96, -0.06, 0.08], [0.76, -1.81, -3.06], [-3.22, 0.06, -0.80], [-0.58, 0.96, -1.09], [-1.25, -1.44, 0.19], [0.33, -1.15, 0.69], [1.52, 0.91, 0.52], [-0.28, -1.06, -0.26], [0.07, 0.16, 0.11], [0.11, 0.95, 0.83], [-1.10, 0.64, 1.53], [-0.14, -0.16, 0.81]]
}


{
  "formula": "C5H3NO",
  "method": "ωB97M-V/def2-TZVPD",
  "lumo_ha": 0.01149,
  "fmax_ev_per_a": 1.15,
  "gap_ha": 0.37942,
  "relative_energy_ev": 3.218,
  "charge": 0,
  "symbols": ["N", "C", "C", "C", "O", "C", "C", "H", "H", "H"],
  "coordinates": [[-0.65120, 3.05171, 0.52551], [-0.53656, 1.91679, 0.33789], [-0.34511, 0.50577, 0.10340], [-1.32039, -0.50376, 0.47078], [-0.61923, -1.66439, 0.24453], [0.67687, -1.43010, -0.08650], [0.93071, -0.11698, -0.20913], [-1.28841, 0.17600, -0.69184], [1.29835, -2.30664, -0.21496], [1.85497, 0.37160, -0.47969]],
  "forces_ev_per_a": [[0.13, -1.13, -0.19], [-0.15, 0.96, 0.13], [0.06, 0.04, 0.19], [0.22, 0.06, -0.01], [-0.04, 0.00, 0.03], [0.11, 0.11, -0.06], [-0.05, -0.15, 0.00], [-0.06, 0.04, -0.15], [-0.08, 0.15, 0.02], [-0.14, -0.09, 0.05]]
}


{
  "formula": "C5H3NO",
  "method": "ωB97M-V/def2-TZVPD",
  "lumo_ha": -0.01833,
  "fmax_ev_per_a": 1.16,
  "smiles": "C#CCC(=O)C#N",
  "gap_ha": 0.37691,
  "relative_energy_ev": 1.822,
  "charge": 0,
  "symbols": ["C", "C", "C", "C", "O", "C", "N", "H", "H", "H"],
  "coordinates": [[2.09208, 0.17045, 0.49384], [1.16661, -0.34921, -0.07284], [-0.11071, -0.84550, -0.58866], [-1.17726, -0.15850, 0.25111], [-1.90276, -0.71316, 1.03218], [-1.23117, 1.31473, 0.07983], [-1.27752, 2.45853, -0.08610], [2.90630, 0.63497, 1.00465], [-0.24409, -0.58504, -1.64631], [-0.22147, -1.92726, -0.46769]],
  "forces_ev_per_a": [[-0.38, -0.24, -0.26], [0.44, 0.28, 0.32], [-0.01, -0.06, 0.01], [-0.32, -0.26, 0.29], [0.30, 0.25, -0.44], [-0.10, 1.11, -0.14], [0.03, -1.15, 0.16], [-0.06, -0.11, -0.14], [0.05, -0.01, 0.17], [0.05, 0.18, 0.01]]
}


{
  "formula": "C5H3NO",
  "method": "ωB97M-V/def2-TZVPD",
  "lumo_ha": 0.01472,
  "fmax_ev_per_a": 0.94,
  "smiles": "C#[N+][O-].C#CC#C",
  "gap_ha": 0.36918,
  "relative_energy_ev": 6.634,
  "charge": 0,
  "symbols": ["C", "N", "O", "H", "C", "C", "C", "C", "H", "H"],
  "coordinates": [[0.69523, 1.27012, -0.55376], [1.71259, 0.83608, -0.99271], [2.34803, -0.18839, -1.14796], [0.17233, 2.21141, -0.44029], [-2.36324, 0.17046, 1.15719], [-1.33054, -0.24970, 0.70604], [-0.11392, -0.71470, 0.17131], [0.76915, -1.49738, -0.14476], [-3.29468, 0.50871, 1.56888], [1.40505, -2.34661, -0.32393]],
  "forces_ev_per_a": [[0.27, 0.86, -0.27], [-0.32, -0.62, 0.25], [0.01, 0.35, -0.05], [0.07, -0.45, 0.04], [-0.09, -0.01, 0.04], [0.44, -0.08, -0.20], [-0.57, -0.03, 0.29], [0.06, -0.36, 0.03], [0.35, -0.11, -0.16], [-0.22, 0.45, 0.03]]
}


{
  "formula": "C5H3NO",
  "method": "ωB97M-V/def2-TZVPD",
  "lumo_ha": 0.00702,
  "fmax_ev_per_a": 3.75,
  "gap_ha": 0.32538,
  "relative_energy_ev": 6.165,
  "charge": 0,
  "symbols": ["C", "C", "C", "C", "C", "N", "O", "H", "H", "H"],
  "coordinates": [[0.18319, 0.36503, -2.27763], [0.05980, -0.34070, 0.31082], [-0.62875, 1.15746, -1.61078], [0.18375, 0.05719, -0.86686], [-1.57272, 1.82955, 0.87516], [-0.97840, 0.84428, 1.30251], [-2.21193, 2.67485, 0.48351], [0.70415, 0.05525, -3.15508], [0.60881, -0.47775, 1.12945], [-0.83938, 0.45062, 2.25430]],
  "forces_ev_per_a": [[-0.09, 0.21, 1.34], [-1.37, 0.23, -0.50], [0.37, -0.43, -0.23], [-0.39, 0.81, -3.64], [0.56, -1.99, 1.19], [0.49, -0.76, 1.14], [-1.14, 2.06, -0.60], [0.15, -0.19, -0.23], [2.19, -1.21, 2.62], [-0.77, 1.28, -1.09]]
}


{
  "formula": "C5H3NO",
  "method": "ωB97M-V/def2-TZVPD",
  "lumo_ha": -0.00775,
  "fmax_ev_per_a": 4.46,
  "smiles": "N#CC1=CCC1=O",
  "gap_ha": 0.37046,
  "relative_energy_ev": 1.789,
  "charge": 0,
  "symbols": ["N", "C", "C", "C", "C", "C", "O", "H", "H", "H"],
  "coordinates": [[-4.43855, 0.74222, -0.00509], [-3.30055, 0.46545, -0.02391], [-1.99578, 0.06672, -0.03294], [-0.80751, 0.66304, 0.04553], [0.10942, -0.60257, -0.06093], [-1.15906, -1.42995, -0.01936], [-1.46291, -2.57670, 0.05960], [-0.52851, 1.63972, 0.07657], [0.76135, -0.84173, -0.89378], [0.90027, -0.91838, 0.63023]],
  "forces_ev_per_a": [[2.30, -0.53, -0.07], [-4.31, 1.15, 0.09], [3.09, -2.91, 0.26], [0.70, -3.37, -0.65], [0.30, -0.23, 0.41], [-1.82, 0.69, 0.01], [0.39, 1.27, -0.13], [0.67, 2.66, 0.19], [-0.61, 0.67, -1.36], [-0.70, 0.59, 1.25]]
}


{
  "formula": "C5H3NO",
  "method": "ωB97M-V/def2-TZVPD",
  "lumo_ha": -0.01715,
  "fmax_ev_per_a": 1.13,
  "smiles": "C#C/C=C(/O)C#N",
  "gap_ha": 0.31998,
  "relative_energy_ev": 2.457,
  "charge": 0,
  "symbols": ["C", "C", "C", "C", "O", "C", "N", "H", "H", "H"],
  "coordinates": [[-1.85117, -1.47513, -0.94575], [-1.19060, -0.56161, -0.52954], [-0.39693, 0.54300, -0.16695], [0.82888, 0.52045, 0.39353], [1.62653, 1.58529, 0.16905], [1.31791, -0.48292, 1.29711], [1.63198, -1.25083, 2.10428], [-2.44641, -2.29627, -1.26441], [-0.79046, 1.53979, -0.35184], [1.17588, 1.93765, -0.62158]],
  "forces_ev_per_a": [[0.05, 0.09, 0.20], [-0.36, -0.44, 0.23], [-0.05, -0.16, 0.36], [-0.52, -0.17, -0.01], [-0.17, 0.26, -0.11], [0.30, -0.78, 0.44], [-0.23, 0.72, -0.84], [0.01, 0.01, -0.04], [0.11, -0.06, -0.60], [0.86, 0.56, 0.36]]
}


{
  "formula": "C5H3NO",
  "method": "ωB97M-V/def2-TZVPD",
  "lumo_ha": -0.02428,
  "fmax_ev_per_a": 3.12,
  "smiles": "C#CCC(=O)C#N",
  "gap_ha": 0.36820,
  "relative_energy_ev": 2.779,
  "charge": 0,
  "symbols": ["C", "C", "C", "C", "O", "C", "N", "H", "H", "H"],
  "coordinates": [[2.00694, 0.35359, 0.19117], [1.16425, -0.42286, -0.22886], [-0.12128, -1.04520, -0.54462], [-1.17050, -0.16097, 0.10310], [-2.30586, -0.41600, 0.39715], [-0.65642, 1.17656, 0.39362], [-0.43927, 2.27000, 0.66245], [2.06432, 1.35718, 0.79673], [-0.32222, -1.05985, -1.61884], [-0.21995, -2.05245, -0.15189]],
  "forces_ev_per_a": [[-1.95, 1.52, 1.10], [1.40, 0.77, 0.47], [0.22, -0.35, -0.12], [-0.43, 0.04, 0.22], [0.51, -0.44, -0.36], [-0.63, 1.07, 0.34], [0.05, 0.20, 0.02], [0.87, -2.54, -1.60], [0.01, -0.09, -0.02], [-0.05, -0.18, -0.06]]
}


{
  "formula": "C5H3NO",
  "method": "ωB97M-V/def2-TZVPD",
  "lumo_ha": -0.03169,
  "fmax_ev_per_a": 1.60,
  "smiles": "C#CCC(=O)C#N",
  "gap_ha": 0.33072,
  "relative_energy_ev": 3.495,
  "charge": 0,
  "symbols": ["C", "C", "C", "C", "O", "C", "N", "H", "H", "H"],
  "coordinates": [[-0.45842, 1.27172, 1.41495], [-0.97683, 1.35616, 0.29653], [-0.47774, 0.48108, -0.77858], [0.27763, -0.63223, -0.05267], [0.55536, -0.49173, 1.12041], [0.77269, -1.86081, -0.64837], [1.21204, -2.86439, -1.01711], [-0.13640, 1.36981, 2.42231], [-1.06361, 0.18803, -1.65480], [0.29527, 1.18236, -1.10266]],
  "forces_ev_per_a": [[-1.11, 1.16, 0.10], [0.04, -0.34, 0.62], [0.18, 0.27, -0.08], [0.29, 0.13, 0.61], [0.38, -0.97, -0.49], [0.36, -0.92, -0.70], [-0.45, 0.90, 0.18], [-0.11, 0.21, 0.17], [-0.06, -0.02, 0.44], [0.50, -0.42, -0.84]]
}